No. 1
ORCA calculation (ωB97M-V/def2-TZVPD) on a molecular structure, C12H32Li5O20P2S4.

Values from the calculation:
**Net charge**: -1
**HOMO**: -1.4 eV
**Molar mass**: 721.29 g/mol
**HOMO-LUMO gap**: 2.293 eV

Each line ends with the Löwdin charge.
Cartesian coordinates (Å):
Li: -3.156 1.999 3.534  0.6615
Li: -3.073 3.628 1.143  0.6206
Li: -3.489 -1.022 2.923  0.7626
Li: -4.276 0.670 0.456  0.6981
Li: -1.590 -1.414 0.134  0.6583
P: -2.003 0.520 1.432  -0.0650
O: -0.736 0.057 0.739  -0.4084
O: -3.032 -0.608 1.083  -0.6270
O: -2.711 1.791 0.902  -0.4937
O: -2.065 0.471 2.979  -0.4956
P: -4.472 4.582 2.905  -0.1364
O: -5.046 3.826 1.656  -0.5553
O: -4.077 6.043 2.928  -0.4572
O: -3.070 3.836 3.024  -0.6631
O: -5.565 4.034 3.900  -0.5186
O: 1.536 -1.239 6.583  -0.2914
S: 1.489 0.091 6.057  0.6437
O: 1.887 1.228 6.845  -0.2839
O: 2.390 0.107 4.665  -0.2905
C: 3.810 0.148 4.864  -0.2744
C: 4.473 0.213 3.474  -0.0657
C: -0.120 0.332 5.224  -0.1004
H: 4.251 -0.704 5.387  0.1188
H: 3.993 1.030 5.484  0.1093
H: 3.950 0.801 2.722  0.0772
H: 4.654 -0.805 3.147  0.0647
H: 5.393 0.783 3.629  0.0743
H: -0.305 1.390 5.071  0.0798
H: -0.885 -0.200 5.780  0.0709
H: -0.026 -0.127 4.245  0.0338
O: -3.721 3.557 -1.109  -0.2601
S: -3.642 2.361 -1.934  0.6662
O: -4.214 1.090 -1.524  -0.3546
O: -4.300 2.719 -3.369  -0.2559
C: -4.130 1.856 -4.509  -0.2607
C: -4.619 2.687 -5.669  -0.0704
C: -1.915 2.110 -2.388  -0.1147
H: -4.652 0.918 -4.313  0.1240
H: -3.073 1.622 -4.669  0.1066
H: -4.499 2.121 -6.604  0.0800
H: -4.054 3.608 -5.796  0.0837
H: -5.683 2.917 -5.718  0.0830
H: -1.688 2.863 -3.134  0.0794
H: -1.764 1.060 -2.650  0.0634
H: -1.292 2.134 -1.492  0.0651
O: 4.216 -2.400 -2.911  -0.3060
S: 3.233 -2.119 -3.964  0.6419
O: 2.610 -3.215 -4.635  -0.2751
O: 1.998 -1.271 -3.257  -0.2593
C: 2.394 -0.141 -2.482  -0.2877
C: 1.163 0.267 -1.690  -0.0626
C: 3.894 -0.903 -5.136  -0.0846
H: 2.578 0.715 -3.147  0.1060
H: 3.327 -0.280 -1.935  0.1201
H: 0.445 0.663 -2.403  0.0596
H: 1.189 0.941 -0.831  0.0924
H: 0.743 -0.591 -1.153  0.0526
H: 3.742 0.083 -4.710  0.0516
H: 3.383 -1.094 -6.072  0.0724
H: 4.960 -1.119 -5.090  0.0727
O: -0.429 -3.108 0.507  -0.3580
S: 0.717 -3.438 1.342  0.6276
O: 0.506 -4.159 2.554  -0.2509
O: 1.766 -4.298 0.498  -0.2323
C: 1.870 -4.037 -0.906  -0.2747
C: 2.536 -5.198 -1.639  -0.0507
C: 1.644 -1.909 1.660  -0.0723
H: 2.415 -3.099 -1.043  0.0981
H: 0.892 -3.939 -1.382  0.1176
H: 2.332 -5.207 -2.702  0.0708
H: 2.095 -6.095 -1.193  0.0850
H: 3.598 -5.215 -1.394  0.0826
H: 1.982 -1.598 0.673  0.0564
H: 2.378 -2.175 2.409  0.0709
H: 0.940 -1.146 1.993  0.0541



No. 2
ORCA calculation (ωB97M-V/def2-TZVPD) on 3 unconnected molecules or ions with the total composition C12H32N2O10P2.

Values from the calculation:
**Net charge**: 0
**HOMO**: -8.1 eV
**Energy relative to the best compared isomer or geometry (same formula, charge and spin)**: 287.23 kcal/mol
**Molar mass**: 426.34 g/mol
**HOMO-LUMO gap**: 4.645 eV

Each line ends with the natural charge from an NBO analysis.
Cartesian coordinates (Å):
C: 4.836 -2.607 0.000  -0.6266
C: 5.371 -1.171 -0.478  -0.4301
C: 4.758 -0.079 0.543  -0.0854
O: 4.233 1.070 -0.187  -0.4910
C: 3.000 0.790 -0.800  0.8842
O: 2.527 1.672 -1.553  -0.5742
N: 2.267 -0.507 -0.640  -0.5679
N: 1.028 -0.266 -0.024  -0.4877
C: 0.039 -1.350 -0.268  -0.2436
C: 0.661 -2.816 -0.435  -0.6502
H: 3.776 -2.790 -0.392  0.2257
H: 4.800 -2.675 1.139  0.2037
H: 5.536 -3.404 -0.438  0.2133
H: 4.964 -0.966 -1.535  0.2102
H: 6.519 -1.100 -0.474  0.2157
H: 3.991 -0.531 1.258  0.1908
H: 5.617 0.309 1.203  0.1997
H: 2.134 -0.811 -1.624  0.3855
H: 1.112 -0.073 0.980  0.3612
H: -0.600 -1.050 -1.169  0.1968
H: -0.686 -1.387 0.635  0.2249
H: -0.219 -3.555 -0.395  0.2246
H: 1.095 -2.924 -1.498  0.2013
H: 1.418 -3.110 0.358  0.2187
C: -0.318 0.060 -5.138  -0.2281
O: -1.345 0.236 -4.171  -0.8009
P: -2.408 1.579 -4.342  2.3335
O: -2.697 1.260 -5.807  -0.9260
O: -1.132 2.612 -4.186  -0.8069
C: -0.378 2.582 -2.977  -0.2608
O: -3.512 2.895 -4.338  -0.7772
C: -3.289 3.970 -5.233  -0.2384
H: -0.571 -0.792 -5.771  0.1904
H: -0.166 0.943 -5.760  0.1976
H: 0.613 -0.156 -4.608  0.1731
H: 0.672 2.402 -3.218  0.2084
H: -0.726 1.805 -2.293  0.1829
H: -0.462 3.554 -2.484  0.1835
H: -3.263 3.628 -6.269  0.1952
H: -2.367 4.500 -4.987  0.1852
H: -4.118 4.673 -5.122  0.1877
C: -4.787 -1.150 4.644  -0.2297
O: -4.194 -0.005 4.042  -0.7925
P: -2.487 0.019 3.836  2.3054
O: -2.518 -1.369 3.199  -0.9016
O: -2.299 -0.083 5.472  -0.8007
C: -2.791 0.981 6.280  -0.2562
O: -0.783 0.088 3.625  -0.7769
C: 0.019 -0.898 4.253  -0.2423
H: -5.320 -1.714 3.878  0.1948
H: -4.057 -1.797 5.132  0.1926
H: -5.503 -0.806 5.394  0.1774
H: -3.488 0.572 7.017  0.1903
H: -3.303 1.745 5.689  0.1827
H: -1.952 1.441 6.807  0.1872
H: -0.264 -1.904 3.934  0.1969
H: -0.038 -0.818 5.339  0.1893
H: 1.056 -0.721 3.959  0.1843



No. 3
ORCA calculation (ωB97M-V/def2-TZVPD) on a molecular structure, C12H32NO12P2S2.

Values from the calculation:
**Net charge**: -1
**HOMO**: -6.0 eV
**Molar mass**: 508.46 g/mol
**HOMO-LUMO gap**: 7.602 eV

Each line ends with the natural charge from an NBO analysis.
Cartesian coordinates (Å):
C: -3.136 -1.461 5.018  -0.6108
C: -2.211 -0.960 6.118  -0.6649
S: -0.533 -0.761 5.520  2.2961
O: 0.117 -2.028 5.815  -1.0096
O: -0.541 -0.498 4.092  -1.0114
N: 0.206 0.350 6.401  -1.2228
S: 0.039 1.842 5.826  2.2959
O: -1.311 2.083 5.335  -1.0146
O: 0.408 2.812 6.833  -0.9878
C: 1.153 2.012 4.417  -0.6702
C: 2.156 3.165 4.551  -0.2209
C: 1.662 4.439 3.857  -0.6041
C: 3.431 2.706 3.783  -0.6014
H: -4.159 -1.486 5.397  0.1954
H: -3.089 -0.796 4.158  0.2321
H: -2.854 -2.462 4.694  0.2085
H: -2.180 -1.698 6.917  0.2277
H: -2.513 -0.005 6.543  0.2437
H: 0.537 2.197 3.539  0.2447
H: 1.651 1.056 4.278  0.2419
H: 2.463 3.331 5.581  0.2264
H: 0.877 4.948 4.413  0.2212
H: 2.510 5.113 3.723  0.1896
H: 1.307 4.151 2.866  0.2013
H: 3.962 1.974 4.388  0.2063
H: 3.112 2.300 2.820  0.1969
H: 4.050 3.577 3.561  0.1920
C: 1.047 -0.715 0.837  -0.2603
O: 0.897 -0.555 -0.599  -0.7743
P: 1.877 0.488 -1.325  2.5055
O: 1.596 1.820 -0.747  -1.1111
O: 1.248 0.232 -2.778  -0.8279
C: -0.012 0.828 -3.083  -0.2528
O: 3.369 0.546 -1.926  -0.7623
C: 4.421 0.894 -1.006  -0.2567
H: 0.629 -1.677 1.116  0.2068
H: 2.097 -0.691 1.127  0.1689
H: 0.506 0.072 1.357  0.2248
H: -0.206 1.708 -2.470  0.2037
H: -0.809 0.098 -2.936  0.1817
H: 0.002 1.125 -4.130  0.1822
H: 4.255 0.473 -0.016  0.1824
H: 4.487 1.978 -0.931  0.2014
H: 5.353 0.499 -1.404  0.1872
C: -1.621 -3.422 -8.685  -0.2569
O: -2.215 -2.316 -7.981  -0.7678
P: -2.267 -2.403 -6.366  2.5035
O: -3.102 -3.582 -6.044  -1.1136
O: -3.019 -1.000 -6.210  -0.8187
C: -4.412 -0.936 -6.505  -0.2510
O: -1.337 -2.108 -5.098  -0.7518
C: -0.461 -3.170 -4.664  -0.2591
H: -1.313 -3.065 -9.665  0.1922
H: -0.747 -3.809 -8.163  0.1751
H: -2.357 -4.216 -8.801  0.1994
H: -4.888 -1.910 -6.402  0.2019
H: -4.558 -0.564 -7.520  0.1737
H: -4.866 -0.241 -5.803  0.1895
H: -0.054 -3.732 -5.503  0.1702
H: -1.011 -3.840 -4.006  0.2043
H: 0.359 -2.712 -4.115  0.2088



No. 4
ORCA calculation (ωB97M-V/def2-TZVPD) on 10 unconnected molecules or ions with the total composition C12H32O18S.

Values from the calculation:
**Net charge**: 0
**HOMO**: -10.3 eV
**Energy relative to the best compared isomer or geometry (same formula, charge and spin)**: 0.28 kcal/mol
**Molar mass**: 496.44 g/mol
**HOMO-LUMO gap**: 10.060 eV

Each line ends with the natural charge from an NBO analysis.
Cartesian coordinates (Å):
C: -21.953 -4.630 -2.919  -0.6610
C: -21.083 -5.900 -3.370  -0.0852
O: -21.335 -6.316 -4.710  -0.7111
S: -20.770 -5.404 -5.964  2.2947
C: -20.915 -6.736 -7.194  -0.8531
O: -21.710 -4.304 -6.264  -0.8972
O: -19.358 -5.257 -5.638  -0.9134
H: -22.682 -4.927 -2.166  0.2311
H: -22.406 -4.288 -3.850  0.2393
H: -21.297 -3.831 -2.572  0.1998
H: -20.059 -5.702 -3.053  0.1992
H: -21.369 -6.755 -2.758  0.1956
H: -20.822 -6.403 -8.228  0.2519
H: -21.859 -7.220 -6.944  0.2556
H: -20.140 -7.459 -6.941  0.2515
O: -17.282 -3.841 -2.508  -0.5655
C: -17.642 -2.715 -2.142  0.9774
O: -16.995 -1.583 -2.347  -0.4657
C: -17.715 -0.480 -1.774  -0.1034
C: -19.052 -1.109 -1.260  -0.0975
O: -18.777 -2.492 -1.379  -0.5176
H: -17.361 0.020 -0.872  0.1859
H: -17.796 0.306 -2.524  0.2044
H: -19.922 -0.823 -1.851  0.1899
H: -19.337 -0.779 -0.261  0.1931
O: -23.846 -2.200 -0.119  -0.5985
C: -22.820 -2.838 0.295  0.9840
O: -21.682 -2.302 0.742  -0.5304
C: -20.702 -3.296 1.120  -0.0971
C: -21.438 -4.585 0.671  -0.1053
O: -22.736 -4.163 0.268  -0.4771
H: -19.795 -3.342 0.517  0.2325
H: -20.460 -3.123 2.169  0.1833
H: -21.476 -5.180 1.583  0.2023
H: -20.925 -5.139 -0.114  0.2090
O: -23.933 -8.245 -2.105  -0.5832
C: -23.852 -8.158 -0.863  0.9557
O: -24.301 -8.970 0.096  -0.4649
C: -24.299 -8.254 1.324  -0.0965
C: -23.495 -7.034 1.028  -0.1250
O: -23.484 -6.931 -0.376  -0.4797
H: -25.273 -7.977 1.727  0.1957
H: -23.753 -8.832 2.069  0.1912
H: -22.506 -7.217 1.448  0.1920
H: -23.837 -6.091 1.453  0.2102
O: -20.089 -7.484 1.405  -0.9413
H: -20.034 -7.641 0.462  0.4748
H: -20.039 -8.356 1.797  0.4739
O: -22.977 -1.397 3.873  -0.9307
H: -22.970 -1.938 4.662  0.4576
H: -22.059 -1.166 3.731  0.4722
O: -16.872 -3.938 1.196  -0.9373
H: -16.206 -4.060 1.873  0.4706
H: -17.341 -3.147 1.461  0.4672
O: -18.990 -5.119 3.986  -0.9242
H: -19.865 -5.320 4.318  0.4621
H: -19.081 -4.261 3.573  0.4645
O: -21.612 0.169 2.009  -0.9787
H: -22.223 0.734 1.536  0.4840
H: -21.503 -0.594 1.442  0.4855
O: -18.444 -1.432 2.690  -0.9639
H: -19.146 -0.915 3.086  0.4867
H: -17.742 -0.801 2.531  0.4801



What is the HOMO-LUMO gap in the fourth record? 10.060 eV